1.
{"formula": "C32H37BBrClN2O12S3", "method": "ωB97M-V/def2-TZVPD", "species": ["C", "C", "C", "O", "C", "C", "C", "C", "Br", "C", "C", "O", "Cl", "C", "C", "C", "C", "C", "S", "C", "S", "N", "C", "C", "C", "C", "C", "C", "C", "C", "C", "C", "C", "C", "N", "C", "S", "O", "O", "H", "H", "H", "H", "H", "H", "H", "H", "H", "H", "H", "H", "H", "H", "H", "H", "H", "H", "H", "H", "H", "H", "H", "H", "H", "H", "H", "H", "H", "H", "H", "H", "H", "H", "H", "H", "H", "B", "O", "C", "O", "C", "O", "O", "O", "C", "O", "C", "O", "O"], "xyz": [[5.04148, 2.56795, 4.47568], [3.52031, 2.06028, 4.81749], [2.66989, 2.05018, 3.37728], [1.61441, 3.07051, 3.68340], [0.25403, 2.64939, 3.31459], [-0.75795, 2.01575, 4.43298], [-0.99097, 2.92511, 5.77488], [0.37741, 3.23328, 6.64544], [-0.26167, 4.21044, 8.31777], [-0.23902, 3.88260, 2.34757], [-0.94126, 5.14292, 3.17853], [-0.09167, 5.81360, 4.00577], [-2.71640, 5.65288, 3.00506], [0.68025, 1.36360, 2.33193], [1.16414, 1.80681, 0.82577], [-0.50344, 0.24109, 2.11527], [-0.26129, -0.78464, 0.86078], [-1.28077, -2.10191, 0.86445], [-1.03957, -3.24592, -0.60401], [-0.74004, -2.29699, -2.19542], [-1.83990, -2.59531, -3.48678], [0.44989, -1.36559, -2.26247], [1.73965, -2.07891, -2.60182], [3.12623, -1.42908, -1.93099], [4.63165, -2.05566, -2.12194], [4.78234, -3.40233, -3.04599], [3.42504, -4.07426, -3.71896], [1.89491, -3.43395, -3.51747], [0.20106, -0.14932, -3.12659], [1.15651, 0.39045, -4.34953], [0.71524, 1.79079, -5.14569], [-0.61369, 2.68087, -4.78639], [-1.57918, 2.13514, -3.56670], [-1.14517, 0.76145, -2.78347], [1.78403, 0.79949, 3.19813], [2.61683, -0.36825, 2.71996], [2.06455, -2.04883, 3.33776], [1.25029, -2.03273, 4.65328], [3.38594, -2.86961, 3.60596], [5.79751, 1.97790, 5.16873], [5.34288, 2.37873, 3.35864], [5.10272, 3.72684, 4.67188], [2.95344, 2.71613, 5.60365], [3.51985, 0.94732, 5.24233], [3.34515, 2.37526, 2.47892], [-1.82530, 1.92199, 3.90654], [-0.45005, 0.93171, 4.81538], [-1.68171, 2.27263, 6.49818], [-1.61160, 3.92070, 5.59092], [0.87033, 2.20383, 6.90250], [1.07700, 3.98337, 6.07142], [0.65414, 4.38996, 1.73899], [-1.03709, 3.54283, 1.54949], [0.21912, 2.04150, 0.13525], [1.78906, 1.00390, 0.24847], [1.82827, 2.79890, 0.81987], [-1.53030, 0.79941, 2.02253], [-0.49278, -0.43237, 3.10095], [-0.55334, -0.18191, -0.12679], [0.84393, -1.13795, 0.70835], [-1.05232, -2.75432, 1.83545], [-2.39626, -1.69165, 0.94737], [3.01521, -0.46453, -1.23902], [5.51926, -1.51224, -1.56985], [5.86668, -3.86521, -3.16962], [3.60756, -5.06271, -4.35203], [0.92578, -3.94780, -3.98319], [2.15530, -0.19323, -4.64109], [1.42344, 2.16961, -5.99782], [-0.93305, 3.67798, -5.32275], [-2.54682, 2.73166, -3.22906], [-1.84156, 0.38506, -1.89816], [1.60403, 0.55123, 4.19552], [2.75192, -0.44541, 1.56049], [3.71205, -0.19624, 3.16285], [1.42577, -2.72738, 2.26606], [-6.22582, -3.82709, -6.28507], [-7.04653, -4.41542, -7.34835], [-7.85372, -5.31237, -6.76482], [-8.67262, -5.98830, -7.36632], [-7.60346, -5.34692, -5.34761], [-8.17261, -6.05728, -4.53484], [-6.63775, -4.47165, -5.03409], [-4.79883, -4.04544, -6.54280], [-4.22749, -2.83508, -6.61573], [-3.03897, -2.65134, -6.82292], [-5.22068, -1.81244, -6.41551], [-5.02328, -0.60811, -6.42300], [-6.42057, -2.37538, -6.21579]], "mulliken_charge": [-1.0513, -0.0491, -0.3768, -0.4212, 1.0552, -0.4720, -0.9034, -0.3933, -0.1535, -0.5522, 0.1798, -0.4436, -0.1312, 0.1168, -0.9002, -0.7729, 0.6188, -0.5992, -0.1237, -0.2037, 0.1720, 0.6233, -0.2333, -0.0922, -0.5576, -0.3496, -0.4415, -0.1438, 0.4011, -0.2840, -0.4835, -0.4173, -0.6051, -0.1648, 0.0198, -0.3679, 0.9752, -0.5710, -0.6209, 0.3224, 0.2993, 0.3215, 0.1263, 0.3243, 0.2458, 0.2724, 0.2708, 0.4743, 0.3695, 0.3024, 0.2520, 0.2948, 0.4117, 0.2728, -0.0949, 0.3089, 0.4291, 0.1685, -0.6580, -0.1697, 0.3277, 0.3531, 0.2438, 0.2821, 0.2858, 0.2883, 0.3041, 0.3044, 0.2877, 0.3012, 0.2886, 0.2978, 0.7345, 0.0534, 0.5849, 0.2415, 1.2048, -0.5004, 0.5687, -0.6104, 0.5781, -0.6238, -0.4724, -0.5389, 0.5895, -0.6395, 0.5938, -0.6418, -0.5130], "energy_ev": -177056.826}



2.
{"formula": "C32H37Br2N8O2PS2W", "method": "ωB97M-V/def2-TZVPD", "species": ["W", "O", "C", "C", "C", "N", "C", "Br", "C", "H", "H", "H", "H", "C", "N", "C", "C", "N", "N", "C", "N", "N", "H", "H", "H", "H", "H", "H", "H", "H", "H", "H", "H", "O", "C", "C", "C", "N", "C", "Br", "C", "H", "H", "H", "H", "C", "C", "C", "C", "C", "C", "N", "H", "H", "H", "H", "H", "H", "H", "H", "S", "P", "S", "C", "C", "C", "C", "C", "C", "C", "C", "C", "C", "C", "C", "H", "H", "H", "H", "H", "H", "H", "H", "H", "H"], "xyz": [[0.54917, 0.54035, 0.43454], [-3.81302, 4.91445, 2.28566], [-2.93677, 4.00167, 1.88250], [-2.43888, 2.97356, 2.67868], [-1.53855, 2.10800, 2.12177], [-1.05185, 2.15180, 0.84644], [-1.57897, 3.15325, 0.07733], [-1.26661, 3.43122, -1.74889], [-2.49470, 4.06482, 0.57114], [-4.08893, 4.77716, 3.20275], [-2.74967, 2.83432, 3.70390], [-1.17189, 1.30740, 2.73573], [-2.88655, 4.82700, -0.08348], [4.13729, -3.78475, 1.95263], [3.08080, -2.83322, 2.28515], [2.65919, -2.69080, 3.67410], [2.54276, -2.01832, 1.36061], [1.65077, -1.11498, 1.60311], [3.00435, -2.15300, 0.05877], [2.24604, -1.76275, -1.01192], [2.48863, -2.33827, -2.18553], [1.31341, -0.83032, -0.91295], [4.35262, -4.37380, 2.83871], [5.06005, -3.28205, 1.65341], [3.81655, -4.48649, 1.17989], [3.04330, -3.53398, 4.23996], [1.57132, -2.71679, 3.75468], [3.04116, -1.76747, 4.11650], [1.31181, -1.12382, 2.55845], [3.73016, -2.83088, -0.11807], [3.11376, -3.12248, -2.27276], [1.81290, -2.16537, -2.93773], [0.81215, -0.77377, -1.80167], [2.71347, 2.32315, 5.32525], [2.56972, 1.99960, 4.04133], [3.63552, 2.09770, 3.11760], [3.43594, 1.77092, 1.79684], [2.21725, 1.31038, 1.47394], [1.22663, 1.23861, 2.29541], [-1.11377, -0.92958, 1.71052], [1.29879, 1.56666, 3.63346], [3.60565, 2.63562, 5.53232], [4.60621, 2.45007, 3.44026], [4.19154, 1.85346, 1.02838], [0.47830, 1.51938, 4.33149], [1.26968, 4.10086, 1.01792], [1.68513, 3.38855, -0.23912], [2.42363, 4.02695, -1.18413], [2.48691, 3.19693, -2.32884], [1.77645, 2.06606, -2.07464], [1.49131, 1.04475, -3.11175], [1.28988, 2.09758, -0.73339], [2.13259, 4.33809, 1.63910], [0.54545, 3.59039, 1.64165], [0.81605, 5.05390, 0.74161], [2.82108, 5.02217, -1.08466], [2.96218, 3.42154, -3.26812], [1.64074, 1.51150, -4.08416], [0.46221, 0.70058, -3.08872], [2.15798, 0.18353, -3.08325], [-0.24498, -1.91541, -3.65732], [-1.65955, -1.40228, -2.38953], [-1.40338, 0.30460, -1.19162], [-2.13284, -2.74935, -1.28380], [-3.12785, -2.54469, -0.32869], [-3.56908, -3.60026, 0.44734], [-3.02203, -4.86645, 0.27463], [-2.04141, -5.07673, -0.68109], [-1.59824, -4.02119, -1.46565], [-3.16451, -0.97348, -3.29217], [-3.78870, 0.26856, -3.28139], [-4.94270, 0.46402, -4.02641], [-5.47532, -0.57271, -4.77454], [-4.85317, -1.81349, -4.78784], [-3.70184, -2.01674, -4.05037], [-3.56896, -1.56550, -0.20822], [-4.34676, -3.44177, 1.18087], [-3.37515, -5.69222, 0.87566], [-1.63240, -6.06636, -0.83030], [-0.84357, -4.17935, -2.22526], [-3.37751, 1.08926, -2.71228], [-5.42418, 1.43133, -4.02370], [-6.37497, -0.41563, -5.35120], [-5.26408, -2.62148, -5.37561], [-3.21513, -2.98377, -4.07120]], "mulliken_charge": [-0.3274, -0.5145, 0.6098, -1.1497, -0.6083, 1.0460, 0.0953, 0.0835, -0.8807, 0.3272, 0.4142, 0.4580, 0.5644, -1.0147, 0.1127, -0.9967, -0.0463, 0.1455, -0.0664, 0.1802, -0.1096, 1.0621, 0.2435, 0.3682, 0.4080, 0.3397, 0.3936, 0.3110, 0.0964, 0.3198, 0.2563, -0.0292, -1.5402, -0.4985, 0.5980, -0.9259, -0.8850, 0.2329, 1.1121, -0.1642, -1.0428, 0.3526, 0.5061, 0.5629, 0.6668, -1.3526, 0.5395, -1.3280, -1.1126, 0.1353, -0.6245, 1.2647, 0.4212, 0.1808, 0.4719, 0.6115, 0.5866, 0.5646, -0.1971, 0.1256, -0.5282, 1.8861, -0.3109, 0.7016, -0.6898, -0.6397, -0.5529, -0.6767, -0.5261, 0.7740, -0.3484, -0.7506, -0.4990, -0.7529, -0.7184, 0.5853, 0.4674, 0.4299, 0.4465, 0.4652, 0.2307, 0.4405, 0.4016, 0.4166, 0.3941], "charge": 2, "energy_ev": -222659.033}



3.
{"formula": "C32H37Cl2KN3O8P", "method": "ωB97M-V/def2-TZVPD", "species": ["K", "O", "C", "C", "N", "C", "C", "O", "O", "C", "C", "O", "O", "H", "H", "H", "H", "H", "H", "H", "H", "H", "O", "C", "O", "C", "C", "C", "C", "C", "C", "P", "C", "C", "C", "C", "C", "C", "C", "C", "C", "C", "C", "C", "H", "H", "H", "H", "H", "H", "H", "H", "H", "H", "H", "H", "H", "H", "C", "N", "C", "C", "C", "N", "C", "C", "O", "H", "H", "H", "H", "H", "H", "H", "H", "H", "H", "H", "H", "Cl", "C", "Cl", "H", "H"], "xyz": [[-0.18220, -1.54682, -0.46865], [-1.05944, 1.22378, -1.71510], [-2.27208, 1.90411, -1.47541], [-2.84808, 1.61681, -0.09790], [-3.01269, 0.20943, 0.16535], [-4.15571, -0.39859, -0.47187], [-4.02434, -1.91055, -0.78285], [-5.11193, -2.52436, -0.87022], [-2.87787, -2.38138, -0.98419], [-2.85444, -0.15404, 1.55257], [-1.38838, -0.22961, 2.02427], [-1.20226, -0.84260, 3.09879], [-0.50935, 0.29285, 1.29359], [-0.62215, 1.10012, -0.85600], [-2.13101, 2.99258, -1.56048], [-2.97083, 1.60386, -2.26222], [-2.15391, 2.01709, 0.64393], [-3.79870, 2.18140, 0.00565], [-5.08650, -0.25617, 0.10177], [-4.31551, 0.08037, -1.44247], [-3.38935, 0.52589, 2.24266], [-3.29343, -1.14030, 1.71038], [3.87969, -1.20518, -2.12540], [3.42405, -0.30597, -1.39929], [2.42676, -0.35683, -0.63876], [4.17216, 1.03809, -1.44864], [5.45162, 1.03885, -2.00592], [6.21374, 2.18936, -2.06213], [5.69183, 3.38007, -1.56571], [4.41821, 3.39438, -1.02850], [3.63752, 2.23187, -0.95791], [1.94870, 2.27909, -0.20541], [2.44743, 2.39617, 1.56450], [2.96580, 3.56037, 2.13566], [3.31422, 3.60180, 3.47610], [3.14219, 2.47455, 4.26991], [2.62655, 1.31555, 3.71277], [2.28579, 1.26853, 2.36498], [1.44774, 4.03173, -0.51079], [0.54297, 4.62166, 0.38357], [-0.05558, 5.83818, 0.10633], [0.22248, 6.50437, -1.08277], [1.10532, 5.93024, -1.98411], [1.70928, 4.71147, -1.70025], [5.80901, 0.09369, -2.39366], [7.20878, 2.16359, -2.49285], [6.27511, 4.29394, -1.59777], [4.02111, 4.32947, -0.65455], [3.07766, 4.45158, 1.53033], [3.71042, 4.51585, 3.90445], [3.39454, 2.50627, 5.32380], [2.45302, 0.45027, 4.33993], [1.84598, 0.38110, 1.93341], [0.30129, 4.10420, 1.30627], [-0.75170, 6.26756, 0.81780], [-0.25119, 7.45315, -1.30470], [1.32716, 6.42859, -2.92106], [2.39119, 4.27552, -2.42118], [-1.52808, -4.58657, 1.42565], [-2.06119, -5.10999, 0.17927], [-3.50457, -5.29441, 0.19753], [-3.96561, -5.97476, -1.07451], [-3.45575, -5.17794, -2.25536], [-2.00670, -5.03160, -2.17736], [-1.45407, -4.32117, -3.31849], [-1.40746, -4.73463, -0.96869], [-0.28946, -4.21635, -0.92352], [-1.92755, -3.58817, 1.64306], [-0.44634, -4.52982, 1.36492], [-1.80872, -5.25764, 2.23982], [-4.01138, -4.32882, 0.29691], [-3.74606, -5.91036, 1.06965], [-5.05608, -6.01131, -1.09756], [-3.58209, -6.99962, -1.11337], [-3.93237, -4.19286, -2.26063], [-3.68384, -5.69470, -3.19337], [-1.82721, -3.29124, -3.34720], [-1.75632, -4.84111, -4.23019], [-0.37088, -4.30440, -3.25249], [1.07158, -3.67636, 4.43274], [1.42861, -2.36990, 3.27430], [2.01395, -3.01362, 1.73436], [2.22302, -1.77282, 3.70466], [0.51389, -1.78682, 3.12984]], "mulliken_charge": [0.6057, -0.4604, -0.5944, -1.1584, 1.4563, -0.9112, 0.0096, -0.7869, -0.2041, -0.9486, 0.4496, -0.9226, -0.2785, -0.0168, 0.3049, 0.4638, 0.4868, 0.2985, 0.2153, 0.2484, 0.1809, 0.3312, -0.8585, 0.0636, -0.3840, 0.1044, -0.5774, -0.5248, -0.7520, -0.3108, 0.3080, 1.2835, 0.3492, 0.1431, -0.7827, -0.7411, -0.3750, 0.1912, 0.0554, -0.7272, -0.7261, -0.4365, -0.6752, -0.4745, 0.5004, 0.3603, 0.3955, 0.3076, 0.2204, 0.3759, 0.3508, 0.2870, 0.1495, 0.4337, 0.3674, 0.3644, 0.3730, 0.4933, -0.9335, 0.2545, -0.3506, -0.8104, -0.4807, 0.1208, -1.0020, 0.3077, -0.7571, 0.2112, 0.3159, 0.2838, 0.1205, 0.3964, 0.4086, 0.3187, 0.2288, 0.4468, 0.2382, 0.3115, 0.3489, -0.2420, 0.9596, -0.1165, 0.1351, -0.6150], "charge": -2, "relative_energy_ev": 0.3057, "energy_ev": -105299.888}



4.
{"formula": "C32H37N2O3P2RuS", "method": "ωB97M-V/def2-TZVPD", "species": ["Ru", "C", "S", "C", "C", "C", "N", "P", "C", "C", "C", "C", "C", "C", "C", "C", "C", "C", "C", "C", "P", "C", "C", "C", "C", "C", "C", "C", "C", "C", "C", "C", "C", "H", "H", "H", "H", "H", "H", "H", "H", "H", "H", "H", "H", "H", "H", "H", "H", "H", "H", "H", "H", "H", "H", "H", "H", "H", "H", "H", "H", "H", "O", "N", "O", "C", "C", "C", "O", "C", "H", "H", "H", "H", "H", "H", "H", "H"], "xyz": [[-0.71493, 0.94199, 1.74407], [2.69765, 0.42405, -5.67727], [1.27410, -0.68623, -5.78574], [1.38216, -1.47519, -4.17160], [0.79601, -0.62561, -3.04697], [0.69268, -1.40731, -1.74745], [0.18537, -0.56313, -0.62847], [-1.35791, -0.63291, 0.08496], [-2.62635, -0.13667, -1.04348], [-3.43143, 0.96961, -0.76104], [-4.41259, 1.35769, -1.66061], [-4.58259, 0.64553, -2.84130], [-3.78901, -0.46278, -3.12284], [-2.81656, -0.86469, -2.22528], [-1.62198, -2.30014, 0.62126], [-0.56101, -3.04128, 1.16111], [-0.77811, -4.34090, 1.57608], [-2.05125, -4.89820, 1.46714], [-3.10720, -4.16126, 0.95012], [-2.90201, -2.85564, 0.52881], [1.04884, 0.43245, 0.35179], [2.75454, 0.04432, 0.38013], [3.20475, -1.10721, 1.04578], [4.54424, -1.43782, 0.98363], [5.42273, -0.62582, 0.26982], [4.97443, 0.51657, -0.38387], [3.63894, 0.87521, -0.32409], [0.74925, 2.15612, -0.01081], [0.00348, 2.54202, -1.14582], [-0.10093, 3.88314, -1.45257], [0.49306, 4.84101, -0.62752], [1.19591, 4.47097, 0.51987], [1.32842, 3.13346, 0.83463], [2.85489, 0.82037, -6.67853], [3.59041, -0.13020, -5.38949], [2.53335, 1.26177, -4.99998], [2.42464, -1.72959, -3.96541], [0.83218, -2.41521, -4.26259], [-0.19320, -0.27327, -3.35090], [1.42143, 0.26080, -2.88769], [1.66138, -1.81834, -1.45669], [0.00705, -2.25132, -1.83978], [-3.31645, 1.50633, 0.17398], [-5.05051, 2.20348, -1.44247], [-5.34762, 0.94661, -3.54485], [-3.93930, -1.02002, -4.03775], [-2.22069, -1.74367, -2.44162], [0.43497, -2.61669, 1.22974], [0.03735, -4.92863, 1.97564], [-2.21683, -5.91863, 1.78708], [-4.09088, -4.60348, 0.86981], [-3.72706, -2.28306, 0.12588], [2.51861, -1.73642, 1.60147], [4.90948, -2.32142, 1.48881], [6.47284, -0.88459, 0.22788], [5.66977, 1.13310, -0.93728], [3.29412, 1.76841, -0.82768], [-0.44254, 1.79416, -1.79042], [-0.63438, 4.19167, -2.34200], [0.40920, 5.88972, -0.88427], [1.65384, 5.22494, 1.14586], [1.91148, 2.83718, 1.70040], [-2.79598, 4.24300, 0.58188], [-2.56372, 3.84299, 1.64802], [-2.11394, 2.80311, 2.08038], [-1.20795, -0.41620, 5.21485], [0.08346, -0.95431, 4.59039], [0.85342, 0.31820, 4.36255], [-0.16660, 1.22088, 3.77144], [-1.43317, 0.91765, 4.50284], [-1.06026, -0.24673, 6.28006], [-2.05651, -1.08584, 5.09621], [-0.11977, -1.45162, 3.63349], [0.60757, -1.66000, 5.23162], [1.69506, 0.28712, 3.67449], [1.16685, 0.77483, 5.30097], [-2.24113, 0.87548, 3.75796], [-1.63759, 1.75607, 5.16325]], "mulliken_spin": [2.7722, -0.0001, 0.0033, 0.0006, 0.0011, 0.0040, 0.0414, -0.1136, -0.0113, 0.0412, 0.0044, 0.0004, 0.0033, 0.0030, -0.0594, 0.0109, -0.0029, 0.0097, 0.0016, 0.0092, -0.0699, -0.0127, 0.0159, 0.0006, 0.0012, 0.0015, 0.0009, 0.0366, 0.1376, -0.0138, 0.0812, -0.0159, 0.0332, 0.0001, 0.0000, 0.0001, 0.0001, -0.0001, -0.0011, 0.0010, -0.0041, 0.0009, -0.0108, -0.0006, 0.0000, 0.0002, 0.0007, -0.0062, -0.0001, 0.0002, 0.0002, 0.0019, 0.0045, 0.0000, 0.0001, 0.0001, 0.0015, -0.0027, -0.0019, 0.0001, -0.0003, -0.0057, 0.3328, 0.4721, 0.1695, -0.0133, 0.0621, -0.0139, 0.0809, 0.0297, 0.0007, -0.0032, -0.0184, 0.0015, -0.0031, 0.0031, 0.0005, 0.0050], "s_squared": 6.034, "spin_multiplicity": 5, "charge": 3, "energy_ev": -74871.344}